Below is C48H46N7O2P3S2Sc as an isolated structure, with properties calculated with wB97M-V/def2-TZVPD.

Each line ends with the Mulliken charge.
Cartesian coordinates (Å):
Sc: -0.38 -0.66 -0.73  -1.00
C: -5.40 0.02 -3.82  -0.84
N: -4.41 -0.73 -3.09  0.15
C: -4.47 -2.00 -2.63  -1.23
C: -3.38 -2.16 -1.79  -0.80
N: -2.66 -1.00 -1.74  1.22
C: -3.31 -0.13 -2.51  0.11
P: -2.55 1.32 -3.20  -0.71
C: -1.98 2.08 -1.69  -0.47
N: -1.27 1.59 -0.75  1.24
C: -1.01 2.51 0.16  -0.47
C: -1.78 3.62 -0.12  -0.96
N: -2.37 3.39 -1.34  0.37
C: -3.37 4.30 -1.90  -0.92
C: -0.98 0.55 -3.69  0.01
N: -0.20 -0.19 -2.93  0.99
C: 0.79 -0.68 -3.65  -0.51
C: 0.71 -0.15 -4.91  -0.70
N: -0.46 0.53 -4.93  0.15
C: -1.04 1.14 -6.10  -0.82
H: -6.31 0.04 -3.27  0.36
H: -4.92 0.99 -3.96  0.30
H: -5.58 -0.36 -4.79  0.35
H: -5.15 -2.81 -2.91  0.47
H: -3.10 -3.04 -1.24  0.68
H: -0.31 2.38 0.99  0.23
H: -1.79 4.59 0.38  0.43
H: -3.37 5.19 -1.26  0.34
H: -3.16 4.54 -2.97  0.30
H: -4.33 3.87 -1.86  0.39
H: 1.60 -1.24 -3.16  0.38
H: 1.30 -0.32 -5.85  0.35
H: -2.09 0.75 -6.22  0.29
H: -1.03 2.23 -6.03  0.31
H: -0.41 0.91 -6.96  0.33
C: -0.49 -0.69 3.32  -1.39
C: -1.44 -1.87 2.95  -1.55
P: -2.48 -1.35 1.46  2.04
C: -3.53 -2.86 1.23  0.22
C: -2.84 -4.11 1.16  -0.67
C: -3.50 -5.24 0.90  -0.34
C: -4.88 -5.31 0.65  -0.92
C: -5.54 -4.13 0.86  -0.53
C: -4.89 -2.94 1.16  -0.37
C: -3.56 -0.01 2.04  0.02
C: -4.10 0.05 3.34  -0.61
C: -4.97 1.05 3.68  -0.70
C: -5.28 2.07 2.76  -0.80
C: -4.74 2.01 1.45  -0.63
C: -3.86 1.00 1.12  -0.19
P: 0.69 -0.35 2.01  2.10
C: 1.46 1.20 2.64  0.26
C: 2.77 1.45 2.33  -1.01
C: 3.39 2.59 2.81  -0.75
C: 2.64 3.51 3.56  -0.76
C: 1.29 3.29 3.80  -0.70
C: 0.71 2.11 3.37  -0.02
C: 1.97 -1.68 2.37  0.51
C: 2.47 -1.78 3.66  -0.45
C: 3.35 -2.80 4.03  -0.98
C: 3.75 -3.70 3.02  -0.42
C: 3.32 -3.59 1.73  -1.12
C: 2.42 -2.58 1.38  0.12
H: -0.10 -0.87 4.31  0.75
H: -1.14 0.15 3.40  0.01
H: -2.07 -2.20 3.75  0.79
H: -0.80 -2.71 2.64  0.55
H: -1.76 -4.10 1.32  0.14
H: -2.88 -6.09 0.77  0.43
H: -5.41 -6.25 0.52  0.42
H: -6.62 -4.07 0.81  0.41
H: -5.48 -2.03 1.24  0.49
H: -3.87 -0.65 4.12  0.41
H: -5.43 1.04 4.65  0.45
H: -5.91 2.91 3.03  0.39
H: -4.90 2.73 0.72  0.67
H: -3.49 0.84 0.09  0.17
H: 3.34 0.66 1.81  0.70
H: 4.44 2.80 2.63  0.48
H: 3.08 4.45 3.80  0.40
H: 0.69 4.09 4.29  0.39
H: -0.39 1.90 3.65  0.13
H: 2.30 -1.00 4.38  0.38
H: 3.76 -2.98 5.03  0.40
H: 4.55 -4.41 3.26  0.35
H: 3.62 -4.29 0.99  0.51
H: 2.23 -2.38 0.34  0.26
O: -0.01 -5.21 -1.36  -0.50
S: -0.12 -3.83 -1.75  0.25
N: -0.17 -2.71 -0.77  -0.10
C: 8.97 2.92 -2.36  -0.78
C: 9.66 2.33 -1.18  0.55
O: 10.80 2.48 -0.97  -0.48
S: 8.82 1.16 0.00  -0.07
C: 7.07 1.13 -0.57  -0.22
C: 6.16 2.07 -0.08  -0.57
C: 4.84 1.83 -0.24  -0.25
C: 4.36 0.67 -0.95  0.11
C: 5.26 -0.11 -1.58  -0.64
C: 6.63 0.06 -1.28  -0.39
C: 2.94 0.37 -0.89  0.45
C: 1.74 0.12 -0.92  0.00
H: 9.47 3.86 -2.54  0.33
H: 7.88 3.05 -2.15  0.24
H: 9.07 2.13 -3.12  0.25
H: 6.64 2.91 0.46  0.41
H: 4.04 2.45 0.18  0.85
H: 4.85 -0.95 -2.16  0.44
H: 7.40 -0.67 -1.66  0.37

LUMO level = -2.43 eV
charge = +1
HOMO-LUMO gap = 7.45 eV